Entry from the OMol25 dataset: a molecular structure, C30H39BrN4O3Y (the ωB97M-V functional and the def2-TZVPD basis).

```
78
Properties=species:S:1:pos:R:3:forces:R:3:lowdin_charge:R:1
Y 0.7996 0.1710 -0.5898 -0.043 -0.023 -0.020 1.228
C -4.0468 -0.8716 -1.8450 -0.005 -0.022 -0.012 -0.093
N -3.8253 -1.1612 -0.4415 -0.024 0.033 -0.004 -0.235
C -3.5198 -2.5600 -0.2126 0.007 -0.008 -0.002 -0.219
C -2.7966 -2.8554 1.1095 0.024 -0.020 0.000 -0.137
C -1.2643 -2.7378 1.0819 -0.030 0.011 -0.006 -0.133
N -0.7423 -1.5027 1.6973 0.008 0.014 -0.014 -0.165
C 0.0575 -1.6167 2.7275 0.002 0.025 -0.002 -0.044
C 0.7265 -0.5190 3.4054 -0.019 -0.045 -0.021 -0.137
C 0.8271 -0.6013 4.8034 0.019 0.015 0.046 -0.071
C 1.4149 0.3879 5.5603 -0.010 -0.015 -0.009 -0.131
C 1.9312 1.5117 4.9056 0.003 0.011 -0.019 -0.116
C 1.8843 1.6063 3.5352 0.014 0.004 0.035 -0.020
C 1.3283 0.5813 2.7304 -0.012 -0.026 -0.053 -0.358
O 1.4117 0.6608 1.4409 0.015 0.099 0.069 -0.227
C -4.8736 -0.6422 0.4318 0.022 0.024 -0.004 -0.203
C -4.4353 0.4752 1.3804 -0.005 -0.032 0.016 -0.183
C -4.2136 1.8442 0.7469 -0.026 0.016 -0.012 -0.241
N -3.0405 1.9525 -0.1036 0.064 -0.039 0.025 0.071
C -3.1989 2.6240 -1.1650 -0.068 0.039 -0.014 -0.144
C -2.2192 3.0251 -2.1794 0.078 0.002 -0.054 -0.128
C -2.7207 3.8718 -3.1771 0.033 -0.013 -0.001 -0.077
C -1.9400 4.3779 -4.1963 -0.067 0.009 0.014 -0.127
C -0.5927 4.0253 -4.2294 0.069 -0.006 -0.022 -0.108
C -0.0642 3.1904 -3.2715 -0.030 -0.018 0.024 -0.021
C -0.8460 2.6548 -2.2224 -0.045 -0.057 0.004 -0.347
O -0.2919 1.8546 -1.3643 0.065 0.007 0.084 -0.246
H -4.9300 -1.4006 -2.2479 0.001 0.002 -0.007 0.083
H -3.1660 -1.1555 -2.4206 -0.001 0.000 0.004 0.028
H -4.1971 0.1989 -1.9800 -0.002 0.003 0.006 0.071
H -2.8872 -2.8999 -1.0362 0.004 0.003 -0.003 0.099
H -4.4436 -3.1690 -0.2450 -0.005 0.007 -0.005 0.115
H -3.0313 -3.8894 1.3767 -0.003 0.007 0.012 0.105
H -3.1938 -2.2331 1.9157 -0.012 -0.001 0.000 0.111
H -0.9048 -2.7492 0.0504 0.006 0.000 -0.006 0.060
H -0.8097 -3.5714 1.6137 0.013 -0.002 -0.011 0.115
H 0.1762 -2.6185 3.1187 0.001 -0.001 0.004 0.120
H 0.4035 -1.4720 5.2951 -0.001 -0.002 -0.007 0.102
H 1.4649 0.3013 6.6380 -0.001 0.001 0.001 0.084
H 2.3851 2.3108 5.4809 0.001 0.001 0.001 0.091
H 2.3072 2.4578 3.0165 0.000 -0.001 -0.005 0.109
H -5.2770 -1.4652 1.0349 -0.006 -0.001 0.014 0.109
H -5.7131 -0.2795 -0.1779 0.005 -0.015 -0.007 0.114
H -3.5308 0.1729 1.9102 0.004 -0.001 -0.004 0.088
H -5.2254 0.5970 2.1310 0.003 0.003 -0.004 0.106
H -4.0784 2.5638 1.5622 -0.001 -0.016 0.013 0.112
H -5.1305 2.1437 0.2071 0.014 0.014 0.000 0.102
H -4.2064 3.0178 -1.3959 0.004 -0.008 -0.004 0.106
H -3.7728 4.1356 -3.1318 -0.002 0.006 -0.006 0.097
H -2.3651 5.0286 -4.9491 -0.003 0.001 0.003 0.085
H 0.0461 4.4045 -5.0194 0.010 -0.007 0.008 0.095
H 0.9780 2.8962 -3.2932 0.013 0.021 -0.034 0.096
C 7.5484 0.5260 -1.5987 -0.006 0.013 0.000 -0.071
C 6.0489 0.5496 -1.4932 -0.008 -0.006 0.002 -0.289
C 5.2700 1.4945 -2.1579 0.000 0.004 0.000 -0.063
C 3.8962 1.4664 -2.0229 -0.017 0.022 0.001 -0.118
C 3.2382 0.5035 -1.2330 -0.075 -0.022 -0.011 -0.222
Br -0.2591 -1.6134 -2.5205 -0.003 -0.011 0.022 -0.078
N 4.0327 -0.4004 -0.6007 0.053 -0.025 -0.003 -0.025
C 5.3610 -0.3724 -0.7264 0.011 -0.012 0.018 -0.120
H 7.8718 0.4199 -2.6365 0.006 0.001 0.000 0.073
H 7.9650 -0.3074 -1.0318 0.003 0.001 0.002 0.066
H 7.9889 1.4473 -1.2109 0.005 -0.002 -0.003 0.073
H 5.7480 2.2482 -2.7784 0.009 -0.003 0.001 0.105
H 3.3035 2.2128 -2.5417 -0.006 -0.007 -0.002 0.070
H 5.9129 -1.1358 -0.1804 -0.007 -0.002 0.001 0.106
C -1.1045 -0.3404 1.0524 -0.016 -0.004 0.058 -0.149
H -1.9775 -0.4452 0.4244 0.010 -0.016 -0.009 0.037
H -1.0361 0.5544 1.6586 -0.021 -0.003 0.006 0.079
C 3.0208 -4.0577 0.3367 0.001 -0.010 -0.010 -0.081
C 2.1579 -3.1314 -0.4994 -0.028 0.017 0.015 -0.348
O 1.9942 -1.8755 0.1487 0.081 0.081 -0.057 -0.250
H 3.1231 -5.0305 -0.1501 0.001 0.000 0.004 0.070
H 2.5785 -4.2034 1.3238 0.002 0.003 0.003 0.069
H 4.0189 -3.6355 0.4708 0.001 0.000 0.005 0.068
H 1.1626 -3.5486 -0.6489 0.008 -0.009 -0.019 0.068
H 2.5906 -2.9841 -1.4938 0.005 -0.004 0.001 0.104
H 2.8976 -1.4134 0.0969 -0.089 -0.006 -0.038 0.033
```
Forces are in eV/Å.

Summary:
HOMO: -4.2 eV
Total charge: -1
Spin multiplicity: 1
Kohn-Sham gap: 6.914 eV

=====

Entry from the OMol25 dataset: a gas-phase ion, C5H12NO (charge +1) (the ωB97M-V functional and the def2-TZVPD basis).

```
19
Properties=species:S:1:pos:R:3:forces:R:3:lowdin_charge:R:1
C -1.5794 -1.6531 0.5665 0.052 0.387 -0.453 -0.033
C -1.1475 -0.2405 0.0203 0.070 -1.569 0.483 -0.356
C -1.3420 0.8500 1.0616 0.750 0.822 -0.751 -0.048
C 0.2989 -0.3487 -0.4901 -0.556 0.537 -0.381 -0.243
N 1.2687 -0.5154 0.6437 -0.157 -0.076 -0.676 0.249
C 0.7657 0.8845 -1.2408 -0.031 0.609 0.454 -0.173
O 1.8403 1.3664 -1.0003 0.097 -0.098 -0.118 0.101
H -1.8861 -1.6530 1.6072 0.049 0.160 0.126 0.085
H -0.7863 -2.3929 0.4388 -0.019 -0.092 0.072 0.071
H -2.4198 -2.0120 -0.0216 -0.071 -0.123 0.084 0.088
H -1.7562 -0.1168 -0.8741 0.045 0.596 0.000 0.145
H -0.8441 1.7807 0.7567 -0.155 0.029 -0.182 0.091
H -0.8476 0.6065 2.0047 -0.601 -0.232 0.250 0.086
H -2.3906 1.1125 1.1629 -0.015 -0.256 0.459 0.103
H 0.3476 -1.1912 -1.1830 0.295 -0.186 0.214 0.171
H 1.0272 0.1802 1.3515 0.066 -0.192 0.265 0.160
H 1.2069 -1.4661 1.0031 0.211 0.074 0.310 0.175
H 2.2123 -0.2694 0.3086 -0.068 -0.125 0.046 0.173
H 0.0481 1.3780 -1.9144 0.039 -0.265 -0.203 0.156
```
Forces are in eV/Å.

Summary:
HOMO: -15.0 eV
Total charge: +1
Spin multiplicity: 1
Kohn-Sham gap: 11.285 eV

=====

Entry from the OMol25 dataset: a molecular structure, C6H9N2 (the ωB97M-V functional and the def2-TZVPD basis).

```
17
Properties=species:S:1:pos:R:3:forces:R:3:lowdin_charge:R:1
C -0.1627 -2.1910 0.4412 -0.451 4.560 -2.144 -0.012
C 1.9142 1.5480 0.2381 1.272 0.807 0.638 0.105
C -1.0441 1.1838 -1.3661 -2.440 -1.749 2.731 -0.043
C -0.1743 2.3598 -0.8105 -2.248 1.475 0.467 -0.074
C -0.0983 0.3479 -0.5341 -0.052 -4.006 0.669 -0.097
C -0.3398 -3.4478 1.1002 1.340 0.281 0.900 -0.028
N -0.2598 -1.0344 0.0746 0.311 1.070 0.333 0.223
N 0.7043 1.3934 -0.1826 -4.178 -1.495 -1.336 -0.130
H 2.5004 0.7592 0.4120 2.127 -2.868 0.595 0.050
H 2.1920 2.4995 0.4562 0.969 2.502 0.622 0.066
H -2.1563 1.0110 -1.0401 1.968 0.872 -0.128 0.162
H -1.1083 0.8639 -2.3807 0.695 0.455 -1.092 0.109
H 0.2626 2.8899 -1.6514 0.337 0.456 0.394 0.129
H -0.7129 3.0502 0.0108 1.177 -1.405 -2.111 0.185
H -1.3375 -3.7730 1.1996 -1.712 0.326 0.173 0.080
H 0.0229 -3.2089 2.1864 0.022 -1.305 -1.957 0.162
H 0.0462 -4.2211 0.4055 0.863 0.024 1.244 0.113
```
Forces are in eV/Å.

Summary:
HOMO (spin up / spin down): -9.9 / -16.0 eV
Total charge: +1
Spin multiplicity: 3
<S²>: 2.0196
Kohn-Sham gap (spin up / spin down): 6.368 / 10.656 eV

=====

Entry from the OMol25 dataset: 3 unconnected molecules or ions with the total composition C2HNO3 (the ωB97M-V functional and the def2-TZVPD basis).

```
7
Properties=species:S:1:pos:R:3:forces:R:3:lowdin_charge:R:1
C 1.7517 10.8897 -5.2275 -0.001 0.008 0.679 -0.312
C 3.8148 9.9171 -6.0148 0.335 -0.708 -2.807 -0.396
N 2.8557 10.4043 -5.2647 -0.210 0.354 1.613 0.144
O 2.9811 10.5863 -8.0664 0.187 -0.049 0.390 -0.528
O 0.7953 11.3561 -4.7119 -0.571 0.257 -0.475 0.079
O 4.8829 9.4548 -5.7532 0.258 0.154 0.587 0.012
H 5.0375 -9.7509 9.8298 0.001 -0.016 0.013 -1.000
```
Forces are in eV/Å.

Summary:
HOMO (spin up / spin down): 1.2 / 1.2 eV
Total charge: -2
Spin multiplicity: 3
<S²>: 2.0259
Kohn-Sham gap (spin up / spin down): 3.098 / 3.132 eV

=====

Entry from the OMol25 dataset: 2 unconnected molecules or ions with the total composition C2H7O2 (the ωB97M-V functional and the def2-TZVPD basis).

```
11
Properties=species:S:1:pos:R:3:forces:R:3:lowdin_charge:R:1
O -1.9166 0.4375 0.1324 -1.854 -0.362 -0.530 -0.035
H -2.8775 0.3092 -0.1091 1.428 -0.295 -0.043 0.121
H 1.0810 1.0926 0.5819 0.556 -0.726 -0.289 0.126
H -2.0346 1.1865 0.7266 0.690 0.127 0.335 0.083
C 1.3799 0.0071 0.5931 -1.794 -0.806 -2.043 0.019
C 0.9844 -0.5394 -0.7970 1.333 6.366 0.226 -0.082
O -0.0155 -1.2295 -0.8586 -2.645 -1.350 -1.442 0.155
H 0.5565 -0.5251 1.1509 1.941 0.413 0.836 0.110
H 2.4691 -0.0872 0.7244 -0.563 -0.157 0.726 0.114
H 1.2075 0.1792 -1.7638 0.663 -2.777 1.548 0.227
H -0.8342 -0.8307 -0.3809 0.243 -0.435 0.676 0.161
```
Forces are in eV/Å.

Summary:
HOMO: -17.0 eV
Total charge: +1
Spin multiplicity: 1
Kohn-Sham gap: 10.489 eV

=====

Entry from the OMol25 dataset: a molecular structure, C5H8GdO3 (the ωB97M-V functional and the def2-TZVPD basis).

```
17
Properties=species:S:1:pos:R:3:forces:R:3:lowdin_charge:R:1
Gd -0.6352 -2.9859 -0.7118 -0.664 -1.186 -0.523 1.688
O 0.4106 -1.3977 0.5481 -0.647 1.967 1.119 -0.156
O 0.2840 0.6708 -0.3394 -1.291 -0.024 1.948 0.074
C 0.2045 0.2953 -1.7334 0.378 -0.272 -1.126 -0.086
C -1.1898 -0.1796 -2.1143 -0.466 1.258 0.165 -0.277
O -1.5570 -1.3258 -1.4232 0.302 -0.387 -0.298 -0.513
C 0.1233 -0.1837 0.6384 3.043 -1.339 -2.563 -0.424
H 0.4606 1.2140 -2.2716 -0.027 -0.218 0.205 0.157
H 0.9838 -0.4569 -1.9235 -0.164 0.098 0.050 0.138
H -1.2113 -0.2454 -3.2179 0.002 -0.355 0.390 0.149
H -1.9046 0.6221 -1.8469 0.265 -0.154 -0.224 0.143
C -0.0004 0.4967 1.9815 0.061 1.352 1.868 -0.021
C 1.3629 0.6897 2.5621 -1.200 -0.674 -1.595 0.490
H -0.5024 1.4609 1.8302 0.239 -0.117 -0.040 0.167
H -0.6213 -0.1372 2.6265 0.243 -0.201 -0.007 0.174
H 1.8835 -0.1509 3.0194 -0.025 0.104 0.303 0.146
H 1.9090 1.6138 2.3756 -0.049 0.149 0.329 0.149
```
Forces are in eV/Å.

Summary:
HOMO (spin up / spin down): -15.0 / -17.4 eV
Total charge: +2
Spin multiplicity: 9
<S²>: 20.0305
Kohn-Sham gap (spin up / spin down): 3.062 / 5.470 eV

=====

Among the records above, which one has the lowest total charge?
C2HNO3

=====

The highest spin multiplicity belongs to which entry?
C5H8GdO3

=====

Which of these has the lowest total charge?
C2HNO3